(1)
Molecular formula: C6H15N
Method: DFT, the ωB97M-V functional and the def2-TZVPD basis

Computed properties:
orbital gap = 6.431 eV
energy relative to the best compared isomer or geometry (same formula, charge and spin) = 583.45 kJ/mol

```
! wB97M-V def2-TZVPD RIJCOSX def2/J DEFGRID3
* xyz 0 1
C 2.42 -1.29 0.34
N 1.06 -1.79 0.11
C 0.09 -0.86 0.28
C -0.48 -0.38 -1.04
C -1.23 0.97 -1.11
C -0.56 2.28 -0.55
C -1.10 -1.15 1.25
H 2.70 -0.42 -0.28
H 2.55 -1.05 1.41
H 3.12 -2.12 0.24
H 0.59 0.12 0.81
H 0.98 0.87 1.22
H -1.26 -1.06 -1.44
H 0.37 -0.42 -1.73
H -2.18 0.78 -0.61
H -1.41 1.27 -2.14
H -1.18 3.07 -0.99
H -0.62 2.42 0.53
H 0.45 2.43 -0.94
H -1.56 -0.22 1.60
H -1.90 -1.79 0.85
H -0.85 -1.66 2.19
*
```

(2)
Molecular formula: C2HO3S2
Method: DFT, the ωB97M-V functional and the def2-TZVPD basis

Computed properties:
orbital gap = 6.996 eV
energy relative to the best compared isomer or geometry (same formula, charge and spin) = 227.14 kJ/mol

```
! wB97M-V def2-TZVPD RIJCOSX def2/J DEFGRID3
* xyz -1 1
C 1.31 0.03 -1.39
C -1.54 0.41 1.20
O 1.60 0.97 -2.04
O 1.46 -1.02 -0.90
O -1.56 -0.95 1.22
S -0.62 0.99 -0.42
S 0.15 1.02 1.49
H -0.80 -1.45 0.83
*
```

(3)
Molecular formula: C2H3Br3Si
Method: DFT, the ωB97M-V functional and the def2-TZVPD basis

Computed properties:
SMILES = Br[SiH](Br)Br.C#C
orbital gap = 10.933 eV
energy relative to the best compared isomer or geometry (same formula, charge and spin) = 183.67 kJ/mol

```
! wB97M-V def2-TZVPD RIJCOSX def2/J DEFGRID3
* xyz 0 1
Br -4.71 1.82 1.02
Si -3.86 -0.01 0.07
Br -4.74 -0.15 -2.00
Br -4.53 -1.81 1.13
H -2.53 0.26 -0.26
C 0.62 0.15 -0.42
C 1.28 -0.05 0.57
H -0.23 0.22 -1.14
H 1.85 -0.57 1.36
*
```

(4)
Molecular formula: C21H20CoN3O7S
Method: DFT, the ωB97M-V functional and the def2-TZVPD basis

Computed properties:
orbital gap (alpha / beta) = 7.654 / 5.707 eV
energy relative to the best compared isomer or geometry (same formula, charge and spin) = 355.18 kJ/mol

```
! wB97M-V def2-TZVPD RIJCOSX def2/J DEFGRID3
* xyz 0 5
Co 0.19 -0.34 0.04
O -1.01 1.62 -0.38
C -0.25 2.59 -1.08
C 1.20 2.65 -0.61
N 1.84 1.35 -0.73
C 2.15 1.01 -2.11
C 1.30 -0.23 -2.59
O 1.10 -0.39 -3.77
O 0.92 -0.97 -1.63
C 3.01 1.19 0.13
C 2.85 1.52 1.62
O 3.79 1.95 2.24
O 0.57 0.89 1.62
H -0.96 1.83 0.57
H -0.71 3.58 -0.95
H -0.31 2.31 -2.13
H 1.21 2.95 0.45
H 1.73 3.42 -1.19
H 3.19 0.71 -2.23
H 1.95 1.84 -2.79
H 3.85 1.82 -0.21
H 3.33 0.15 0.08
O 1.73 1.30 2.28
S 1.31 -1.53 2.75
O 0.66 -2.14 3.90
N 0.45 -1.85 1.35
C -0.54 -2.76 1.33
C -0.55 -3.94 2.07
C -1.60 -4.85 1.95
C -2.66 -4.62 1.11
C -2.71 -3.44 0.35
C -3.76 -3.12 -0.53
C -3.72 -1.94 -1.23
C -2.64 -1.07 -1.04
N -1.65 -1.34 -0.21
C -1.65 -2.50 0.46
C 2.72 -2.66 2.39
C 3.26 -3.33 3.47
C 4.35 -4.16 3.27
C 4.90 -4.29 2.00
C 4.34 -3.61 0.93
C 3.24 -2.78 1.12
H 0.28 -4.17 2.72
H -1.57 -5.75 2.54
H -3.47 -5.33 1.03
H -4.59 -3.81 -0.64
H -4.51 -1.67 -1.92
H -2.59 -0.13 -1.57
H 2.82 -3.22 4.44
H 4.78 -4.71 4.10
H 5.75 -4.93 1.84
H 4.75 -3.74 -0.06
H 2.78 -2.26 0.30
*
```